Entry 1:
120
Properties=species:S:1:pos:R:3:lowdin_charge:R:1 method="wB97M-V/def2-TZVPD" e_lumo_ev=0.3691 e_above_lowest_kcal_mol=164.5 fmax_ev_per_a=6.968 smiles=CCCC#N.CCCC#N.CCCC#N.CCCC#N.CCCC#N.CCCC#N.CCCC#N.CCCC#N.CCCC#N.CCCC#N orbital_gap_ev=11.297
C 38.8347 -32.3129 21.7035 -0.127
C 37.8990 -31.8107 20.5793 -0.244
C 38.3145 -32.3148 19.1785 -0.181
C 37.6449 -31.5198 18.1050 -0.217
N 37.1599 -30.7938 17.3274 0.124
H 38.8713 -33.3387 22.0704 0.068
H 38.9240 -31.7348 22.6232 0.069
H 39.8085 -32.1110 21.2575 0.062
H 38.1379 -30.7560 20.7154 0.107
H 36.8760 -32.0056 20.9013 0.110
H 38.0003 -33.3530 19.0711 0.114
H 39.3890 -32.2914 18.9969 0.114
C 22.6098 -19.9410 18.8275 -0.101
C 23.4010 -21.1708 18.2911 -0.223
C 24.8099 -21.1262 18.9008 -0.228
C 25.1293 -21.5694 20.2383 -0.230
N 25.4196 -21.9552 21.3134 0.127
H 22.9499 -19.6360 19.8171 0.067
H 21.5754 -20.2179 19.0315 0.064
H 22.6449 -19.0430 18.2106 0.070
H 23.5672 -21.1018 17.2160 0.102
H 22.9281 -22.1318 18.4935 0.112
H 25.4271 -20.2343 18.7924 0.127
H 25.2439 -21.8666 18.2289 0.114
C 27.9211 -15.5393 10.3984 -0.100
C 26.5294 -15.1126 11.0247 -0.251
C 26.3955 -15.1782 12.5576 -0.160
C 27.6329 -14.5085 13.1839 -0.213
N 28.5766 -14.0289 13.6705 0.127
H 27.9869 -16.6273 10.4006 0.062
H 28.7183 -15.2099 11.0648 0.053
H 28.1751 -15.2610 9.3756 0.068
H 25.7572 -15.7357 10.5736 0.097
H 26.4854 -14.1017 10.6193 0.099
H 26.4521 -16.2222 12.8659 0.110
H 25.4762 -14.6974 12.8920 0.108
C 36.9973 -13.9873 17.7859 -0.159
C 36.7098 -15.0697 16.9082 -0.272
C 35.4280 -14.7253 16.0174 -0.164
C 35.2339 -15.4244 14.7554 -0.248
N 35.1341 -16.0725 13.8466 0.140
H 38.0177 -14.1327 18.1405 0.086
H 36.4729 -14.1554 18.7266 0.086
H 36.8367 -12.9980 17.3573 0.085
H 36.5601 -15.8556 17.6485 0.111
H 37.4803 -15.5347 16.2931 0.112
H 35.2741 -13.6626 15.8297 0.106
H 34.5474 -14.7398 16.6596 0.118
C 23.7380 -22.7024 10.5964 -0.103
C 22.3586 -23.3471 10.5556 -0.268
C 21.3288 -22.7159 9.5888 -0.206
C 19.9476 -23.1144 9.8147 -0.220
N 18.8157 -23.4590 10.0753 0.121
H 23.9414 -22.6631 9.5263 0.070
H 24.5272 -23.3084 11.0417 0.076
H 23.6587 -21.7029 11.0238 0.076
H 21.9325 -23.2771 11.5564 0.106
H 22.4208 -24.4121 10.3320 0.110
H 21.4717 -22.8426 8.5157 0.119
H 21.3139 -21.6463 9.7983 0.119
C 39.2271 -28.4838 8.7955 -0.088
C 38.7046 -27.1048 9.4380 -0.196
C 39.7004 -25.9960 9.8437 -0.198
C 40.6672 -25.6391 8.8417 -0.288
N 41.3894 -25.3792 8.0255 0.155
H 39.5095 -29.2987 9.4620 0.055
H 40.1368 -28.3548 8.2091 0.061
H 38.4460 -28.9711 8.2120 0.061
H 37.9317 -27.2870 10.1848 0.102
H 38.3121 -26.6190 8.5446 0.097
H 40.3708 -26.1384 10.6912 0.120
H 39.1489 -25.0577 9.9046 0.120
C 28.4932 -21.8898 1.3981 -0.135
C 27.3987 -22.8878 1.4158 -0.262
C 27.1073 -23.4320 2.7983 -0.184
C 28.3376 -23.5655 3.6456 -0.246
N 29.2737 -23.6916 4.2723 0.141
H 29.4396 -22.2180 1.8278 0.074
H 28.2515 -20.9066 1.8019 0.081
H 28.8696 -21.5126 0.4473 0.074
H 27.7926 -23.7344 0.8533 0.114
H 26.4349 -22.6012 0.9952 0.115
H 26.6576 -24.4227 2.8650 0.114
H 26.4311 -22.8241 3.3994 0.114
C 29.2173 -31.4818 14.0679 -0.127
C 29.1587 -32.9294 14.3897 -0.282
C 30.3352 -33.6672 15.0771 -0.174
C 30.6746 -33.2582 16.4568 -0.220
N 30.8187 -32.8653 17.5505 0.128
H 29.1804 -30.9225 15.0027 0.080
H 28.5320 -31.0250 13.3539 0.075
H 30.1055 -31.2710 13.4723 0.074
H 28.9159 -33.4347 13.4549 0.107
H 28.2445 -33.0896 14.9613 0.109
H 31.2365 -33.5838 14.4699 0.116
H 29.9522 -34.6774 15.2217 0.113
C 34.8890 -25.0969 22.5621 -0.114
C 34.2402 -24.3642 23.7395 -0.236
C 33.1692 -23.2474 23.2799 -0.161
C 33.7098 -22.1975 22.3519 -0.233
N 34.1791 -21.3506 21.7283 0.126
H 34.1897 -25.8678 22.2384 0.074
H 35.7750 -25.5388 23.0180 0.069
H 35.2422 -24.4772 21.7379 0.071
H 34.9947 -23.9325 24.3971 0.099
H 33.6669 -25.0918 24.3140 0.098
H 32.6954 -22.7105 24.1016 0.103
H 32.3690 -23.7936 22.7804 0.105
C 32.6711 -24.0029 14.9895 -0.095
C 31.8838 -24.2415 13.6243 -0.210
C 31.7900 -22.8372 12.9008 -0.200
C 31.1170 -21.8335 13.7268 -0.244
N 30.5363 -21.1034 14.4288 0.138
H 33.1525 -24.8935 15.3935 0.062
H 31.8752 -23.6415 15.6407 0.065
H 33.4920 -23.2884 14.9281 0.070
H 30.8531 -24.5829 13.7211 0.100
H 32.4403 -24.9214 12.9792 0.093
H 31.3898 -22.9841 11.8976 0.112
H 32.7938 -22.4164 12.8427 0.109

Entry 2:
8
Properties=species:S:1:pos:R:3:nbo_charge:R:1 method="wB97M-V/def2-TZVPD" e_lumo_ev=-0.2521 e_above_lowest_kcal_mol=28.6 fmax_ev_per_a=4.844 orbital_gap_ev=9.520
C -0.2395 -0.7743 0.2067 0.197
C 0.0295 1.0579 -0.5158 0.082
N -0.0542 -0.8251 1.4451 -0.634
F -1.1470 1.5732 -0.6371 -0.337
Cl -0.5233 -1.9600 -0.9492 0.059
Br 0.8213 0.6740 -2.2882 0.037
I 1.2026 2.1054 0.8763 0.226
H -0.0893 -1.8511 1.8622 0.370

Entry 3:
83
Properties=species:S:1:pos:R:3:lowdin_spin:R:1 method="wB97M-V/def2-TZVPD" total_charge=+4 e_lumo_ev="-14.0677 / -14.7116" spin_multiplicity=4 fmax_ev_per_a=7.040 s_squared=3.792 orbital_gap_ev="5.117 / 4.445"
C 0.2381 5.4779 -1.8021 0.017
C 0.0138 4.1407 -2.2169 0.005
C -0.4182 3.9637 -3.5467 0.006
C -0.8650 5.0701 -4.2982 -0.002
N -0.7539 6.2983 -3.8156 0.017
C -0.2116 6.5281 -2.6143 -0.002
C 0.1024 2.9896 -1.2609 0.002
C -0.3530 1.7141 -1.5020 -0.009
C -1.3175 0.9621 -0.6299 0.017
C -0.6919 -0.1911 0.0053 0.040
C -1.4950 -1.0498 0.9074 0.053
C -2.7345 -0.5728 1.3538 0.034
C -3.4628 0.3564 0.4771 0.014
C -2.7563 1.1605 -0.4438 0.053
Re 0.4402 1.6178 0.2267 1.492
P 2.2854 0.0972 0.2763 0.047
H -0.4571 2.9905 -4.0277 0.000
H 0.7574 5.6856 -0.8687 0.000
H -1.3225 4.9214 -5.2952 0.000
H -0.1157 7.5758 -2.2969 0.000
H -3.2178 1.9467 -1.0943 0.001
H 0.0474 -0.7853 -0.6248 0.022
H -4.5560 0.5129 0.5847 0.000
H -1.0385 -1.9728 1.2343 0.002
C 1.8389 -0.9090 1.7905 0.023
C 2.2322 -2.3767 1.7650 0.007
H 0.7512 -0.8332 1.9528 0.001
H 2.3225 -0.4070 2.6402 0.000
H 2.0011 -2.8217 2.7384 0.002
H 1.6783 -2.9481 1.0144 0.000
H 3.2950 -2.5315 1.5752 0.000
C 2.7076 -1.1338 -1.0763 -0.001
C 3.1838 -0.4871 -2.3769 0.000
H 1.8043 -1.7302 -1.2437 0.001
H 3.4445 -1.8474 -0.7009 -0.001
H 3.2747 -1.2637 -3.1531 0.000
H 2.4605 0.2631 -2.7363 -0.001
H 4.1640 -0.0062 -2.2319 0.000
C 3.9792 0.6177 0.7372 0.015
C 4.9603 -0.4473 1.2561 0.004
H 3.8346 1.3962 1.5022 0.000
H 4.3995 1.0990 -0.1606 0.000
H 5.8675 0.0318 1.6438 0.001
H 4.5616 -1.0593 2.0683 0.000
H 5.2806 -1.1439 0.4750 0.000
Br -3.0227 -0.8256 3.1531 0.024
P -2.2670 -3.2682 -2.0818 0.611
C -0.7298 -3.6761 -1.1439 0.086
C -0.2256 -5.0311 -1.6345 0.024
H -0.9017 -3.7530 -0.0469 0.009
H 0.0077 -2.8705 -1.2853 0.005
H 0.8509 -5.0810 -1.5201 0.001
H -0.6024 -5.8394 -1.0114 0.000
H -0.5171 -5.2242 -2.6686 0.009
C -3.4822 -3.4508 -0.6824 0.078
C -4.7834 -4.1423 -1.1265 0.012
H -3.5973 -2.4802 -0.1777 0.016
H -2.9889 -4.1050 0.0604 0.001
H -5.4635 -4.2489 -0.2759 0.000
H -5.2964 -3.6008 -1.9248 0.000
H -4.5548 -5.1538 -1.4782 0.002
C -2.5060 -1.5773 -2.7380 0.105
C -3.0610 -1.6622 -4.1895 0.019
H -1.5536 -1.0330 -2.6926 0.005
H -3.2004 -1.0326 -2.0861 0.012
H -3.3283 -0.6749 -4.5923 0.000
H -2.3125 -2.1271 -4.8483 0.002
H -3.9666 -2.2847 -4.2428 0.002
C 0.6667 1.8439 5.6320 0.000
N 1.2025 2.0898 4.3080 0.002
C 2.6274 2.2250 4.1401 0.001
C 0.4408 2.3583 3.2375 0.009
C -1.0341 2.2903 3.3116 0.011
O 1.0765 2.5209 2.1238 0.089
H 1.4856 1.8502 6.3521 0.000
H 0.1565 0.8802 5.7289 0.000
H -0.0279 2.6328 5.9350 0.000
H 3.0977 2.4541 5.0906 0.000
H 3.0603 1.2927 3.7749 0.000
H 2.8917 2.9753 3.4019 0.001
H -1.4880 2.8451 2.4670 0.003
H -1.4075 1.2471 3.2760 0.002
H -1.4048 2.7382 4.2479 0.001

Entry 4:
14
Properties=species:S:1:pos:R:3:nbo_charge:R:1 method="wB97M-V/def2-TZVPD" e_lumo_ev=0.6752 e_above_lowest_kcal_mol=135.9 fmax_ev_per_a=5.075 smiles="CC(C)O[N+](=O)[O-]" orbital_gap_ev=11.747
C -1.4273 -0.1067 -0.1831 -0.613
C 1.2912 0.2904 -0.1568 -0.638
C -0.0962 -0.0165 0.6868 0.102
N 0.1574 1.2644 2.8086 0.747
O -0.1338 2.2519 3.3439 -0.303
O 0.8063 0.2892 3.1710 -0.414
O -0.2849 1.1499 1.4989 -0.388
H -1.3476 0.7093 -0.9564 0.211
H -1.4018 -0.9782 -0.8121 0.217
H -2.2577 0.0021 0.3956 0.218
H 1.3446 1.3276 -0.4717 0.224
H 1.4220 -0.4597 -0.9528 0.214
H 2.0336 -0.0182 0.6376 0.223
H 0.0820 -0.8760 1.2776 0.201

Entry 5:
66
Properties=species:S:1:pos:R:3:nbo_charge:R:1 method="wB97M-V/def2-TZVPD" e_lumo_ev=0.0027 e_above_lowest_kcal_mol=13.6 fmax_ev_per_a=1.398 orbital_gap_ev=8.420
C 0.9631 -2.3896 1.0917 -0.633
C -0.0066 -1.2956 0.6623 0.068
C 0.5923 0.0861 0.3471 -0.100
O -0.1364 0.5058 -0.8149 -0.494
C -0.8711 -0.5163 -1.2943 0.982
O -1.6015 -0.4487 -2.2306 -0.600
O -0.6256 -1.6477 -0.5945 -0.498
H 1.9913 -2.0352 1.0657 0.209
H 0.8693 -3.2002 0.3697 0.244
H 0.7241 -2.7606 2.0852 0.223
H -0.8089 -1.1622 1.3862 0.180
H 1.6687 0.1853 0.2467 0.203
H 0.3204 0.7440 1.1726 0.213
C -0.3212 -0.0501 4.1206 -0.627
C -0.8347 -0.5803 5.4365 0.065
C -2.1967 -1.2749 5.3826 -0.094
O -2.0260 -2.4076 6.2505 -0.490
C -0.7002 -2.6696 6.3682 0.971
O -0.2424 -3.6370 6.8665 -0.565
O 0.0317 -1.6333 5.8827 -0.505
H 0.7053 0.2662 4.2930 0.239
H -0.9226 0.7552 3.7088 0.229
H -0.2343 -0.8824 3.4195 0.201
H -0.8045 0.2123 6.1881 0.185
H -2.4088 -1.6398 4.3762 0.181
H -3.0133 -0.6739 5.7685 0.208
C -7.0231 0.4513 -4.9143 -0.843
S -5.2459 0.6086 -5.0600 1.260
O -4.9336 2.0448 -4.8978 -0.984
C -4.8412 -0.1611 -3.4713 -0.841
H -7.4658 1.0847 -5.6825 0.242
H -7.4146 0.7363 -3.9381 0.227
H -7.3209 -0.5824 -5.1097 0.223
H -3.8540 -0.6212 -3.5866 0.240
H -5.5359 -0.9647 -3.2389 0.221
H -4.7123 0.6224 -2.7300 0.251
C 0.1772 0.2812 -5.5002 -0.830
S -1.5088 -0.0888 -6.0727 1.263
O -1.4313 -0.1727 -7.5468 -0.989
C -1.5951 -1.7501 -5.4274 -0.856
H 0.7176 0.6351 -6.3728 0.251
H 0.6568 -0.6038 -5.0869 0.218
H 0.0856 1.0521 -4.7369 0.234
H -2.4707 -2.2793 -5.7978 0.238
H -1.6158 -1.7026 -4.3367 0.248
H -0.7151 -2.3212 -5.7376 0.222
C 4.7031 -0.2525 2.1527 -0.847
S 3.7291 0.8551 3.1623 1.266
O 2.3995 0.9566 2.5066 -1.016
C 3.5178 -0.2688 4.5444 -0.829
H 4.0302 -0.9749 1.6851 0.235
H 5.3907 -0.8622 2.7441 0.240
H 5.2771 0.2935 1.4093 0.237
H 4.4964 -0.4372 5.0026 0.235
H 3.1353 -1.2224 4.1865 0.236
H 2.8981 0.2336 5.2808 0.244
C 4.7886 3.5968 0.2154 -0.832
S 2.9881 3.6291 0.2185 1.269
O 2.6750 5.0495 -0.0714 -0.984
C 2.6918 2.7135 -1.2873 -0.854
H 5.0162 4.3614 0.9579 0.245
H 5.1621 3.9283 -0.7516 0.234
H 5.1931 2.6432 0.5498 0.210
H 2.7444 3.4125 -2.1245 0.251
H 1.6786 2.3139 -1.2780 0.246
H 3.4205 1.9125 -1.4132 0.222